# 1
{
  "formula": "C4H9NO2S",
  "method": "wB97M-V/def2-TZVPD",
  "homo_energy_ev": -9.262,
  "charge": 0,
  "lumo_energy_ev": -1.5,
  "gap_ev": 7.73,
  "elements": ["O", "C", "O", "C", "C", "C", "S", "N", "H", "H", "H", "H", "H", "H", "H", "H", "H"],
  "xyz": [[2.4401, 0.6182, 0.2842], [1.9355, -0.5852, -0.0028], [2.2632, -1.7534, 0.2534], [0.5226, -0.4425, -0.6575], [-0.3687, -0.3983, 0.6065], [-1.9065, -0.2993, 0.4331], [-2.5107, 1.2905, -0.1829], [0.3471, 0.6662, -1.5790], [1.9207, -0.0445, 1.1409], [0.3521, -1.3951, -1.1841], [-0.1695, -1.2894, 1.2417], [-0.0738, 0.4757, 1.1929], [-2.2870, -1.0409, -0.2598], [-2.4124, -0.4401, 1.3916], [-0.6559, 2.1819, 0.2297], [-0.5414, 1.1779, -1.3549], [1.1447, 1.2782, -1.5530]]
}

=====

# 2
{
  "formula": "C3H8O",
  "method": "wB97M-V/def2-TZVPD",
  "homo_energy_ev": -10.280,
  "charge": 0,
  "lumo_energy_ev": 1.0,
  "gap_ev": 11.31,
  "smiles": "CC(C)O",
  "elements": ["C", "C", "C", "O", "H", "H", "H", "H", "H", "H", "H", "H"],
  "xyz": [[-1.1389, -0.6098, 0.5691], [-0.1718, 0.0838, -0.3804], [1.3220, -0.0729, -0.0374], [-0.5092, 1.4685, -0.3043], [-2.1492, -0.2374, 0.3720], [-1.1383, -1.6982, 0.4515], [-0.8878, -0.3719, 1.6082], [-0.3613, -0.2735, -1.4056], [1.9040, -0.6630, -0.7548], [1.7087, 0.9486, -0.0393], [1.4933, -0.4783, 0.9665], [-0.0714, 1.9042, -1.0455]]
}

=====

# 3
{
  "formula": "C4H12S",
  "method": "wB97M-V/def2-TZVPD",
  "homo_energy_ev": -8.462,
  "charge": 0,
  "lumo_energy_ev": 1.0,
  "gap_ev": 9.43,
  "smiles": "CSC.CC",
  "elements": ["C", "C", "S", "H", "H", "H", "H", "H", "H", "C", "C", "H", "H", "H", "H", "H", "H"],
  "xyz": [[1.5874, 2.0245, 0.9680], [3.1047, 0.7783, -0.9217], [2.4147, 0.4421, 0.6371], [2.2185, 2.7957, 1.4085], [1.2453, 2.4345, 0.0240], [0.7490, 1.8165, 1.6283], [3.1195, 1.7826, -1.3445], [2.6264, 0.2251, -1.7383], [4.1704, 0.5292, -0.9350], [-2.0653, -2.0763, 0.0633], [-3.2877, -1.1529, -0.0290], [-1.1509, -1.5244, 0.2984], [-2.1266, -2.8995, 0.7676], [-1.8428, -2.4896, -0.9245], [-4.0191, -1.5297, 0.6925], [-3.6589, -0.9756, -1.0288], [-3.0845, -0.1805, 0.4341]]
}

=====

# 4
{
  "formula": "C17H22N4O3S",
  "method": "wB97M-V/def2-TZVPD",
  "homo_energy_ev": -7.796,
  "charge": 0,
  "lumo_energy_ev": 0.7,
  "gap_ev": 8.48,
  "elements": ["C", "C", "O", "C", "C", "C", "C", "C", "C", "H", "H", "N", "C", "O", "C", "H", "H", "O", "C", "N", "S", "N", "C", "N", "C", "H", "C", "C", "C", "C", "H", "H", "H", "H", "H", "H", "H", "H", "H", "H", "H", "H", "H", "H", "H", "H", "H"],
  "xyz": [[6.4262, -2.5525, -1.1169], [6.9347, -1.5289, -0.1052], [6.4429, -0.2281, -0.3513], [5.1591, 0.0874, -0.0217], [4.7386, 1.3643, -0.3999], [3.4705, 1.8158, -0.1078], [2.5815, 0.9909, 0.5774], [2.9958, -0.2806, 0.9570], [4.2689, -0.7339, 0.6629], [4.5480, -1.7262, 0.9799], [2.3122, -0.9275, 1.4893], [1.2780, 1.3754, 0.9153], [0.6276, 2.5185, 0.6161], [1.0772, 3.4712, 0.0176], [-0.8198, 2.5244, 1.1509], [-0.8245, 2.2801, 2.2190], [-1.2365, 3.5202, 0.9848], [-1.6841, 1.6390, 0.4460], [-1.7159, 0.3555, 0.8178], [-0.9257, -0.1504, 1.7292], [-1.2627, -1.7460, 1.9210], [-2.4639, -1.8027, 0.8181], [-2.6359, -0.6203, 0.2626], [-3.5062, -0.4377, -0.7575], [-4.4038, -1.5296, -1.0806], [-3.8994, -2.4672, -0.8473], [-5.7096, -1.4040, -0.2945], [-6.3551, -0.0482, -0.5748], [-5.3663, 1.0763, -0.2731], [-4.0729, 0.8577, -1.0636], [-3.3465, 1.6378, -0.8472], [-4.2916, 0.8712, -2.1366], [-5.7960, 2.0439, -0.5357], [-5.1345, 1.0849, 0.7947], [-7.2555, 0.0714, 0.0304], [-6.6484, 0.0026, -1.6264], [-6.3851, -2.2135, -0.5730], [-5.4877, -1.4964, 0.7705], [-4.6074, -1.4832, -2.1551], [0.7385, 0.6712, 1.4208], [3.1602, 2.8028, -0.4065], [5.4369, 1.9941, -0.9275], [8.0201, -1.4284, -0.1952], [6.7036, -1.8447, 0.9199], [6.8739, -3.5218, -0.9149], [6.6966, -2.2403, -2.1224], [5.3441, -2.6445, -1.0664]]
}

=====

# 5
{
  "formula": "C19H41Cl2FN2O5Si",
  "method": "wB97M-V/def2-TZVPD",
  "homo_energy_ev": -8.534,
  "charge": 0,
  "lumo_energy_ev": 0.2,
  "gap_ev": 8.76,
  "smiles": "CC[Si@@H](CC(=O)F)/C(Cl)=C(\\C)Cl.COCCNCCOC.COCCNCCOC",
  "elements": ["C", "C", "Si", "C", "C", "O", "F", "C", "Cl", "C", "C", "Cl", "H", "H", "H", "H", "H", "H", "H", "H", "H", "H", "H", "C", "O", "C", "C", "N", "C", "C", "O", "C", "H", "H", "H", "H", "H", "H", "H", "H", "H", "H", "H", "H", "H", "H", "H", "C", "O", "C", "C", "N", "C", "C", "O", "C", "H", "H", "H", "H", "H", "H", "H", "H", "H", "H", "H", "H", "H", "H", "H"],
  "xyz": [[-0.4118, -5.0462, 4.1121], [-0.2473, -3.4749, 3.7495], [-0.9032, -2.3400, 5.1443], [-0.5292, -0.4570, 4.8473], [-0.1170, -0.1850, 3.3142], [1.0268, -0.4818, 2.8758], [-0.9943, 0.4472, 2.3645], [-2.7404, -2.6846, 5.6036], [-3.1216, -3.8445, 7.0004], [-3.8359, -2.0758, 4.9031], [-3.6120, -1.0913, 3.6431], [-5.5588, -2.4158, 5.4275], [-1.0539, -5.1259, 5.0550], [0.6143, -5.5210, 4.3497], [-0.8327, -5.6514, 3.2282], [-0.6398, -3.2080, 2.6967], [0.8974, -3.2811, 3.6953], [-0.1226, -2.6934, 6.3549], [-1.3923, 0.2297, 5.1839], [0.3741, -0.1556, 5.5078], [-4.6417, -0.8027, 3.2125], [-3.0745, -0.1200, 3.9062], [-2.9833, -1.7004, 2.8864], [6.5246, 3.8420, -0.2248], [6.4189, 2.4526, 0.0464], [5.8156, 2.1751, 1.3130], [4.4547, 1.5034, 1.1175], [3.4750, 2.4471, 0.5774], [2.2272, 1.8120, 0.1449], [2.3109, 0.8400, -1.0412], [2.6454, 1.4665, -2.2766], [4.0394, 1.5994, -2.5101], [7.1021, 3.9635, -1.1427], [5.5377, 4.2865, -0.3754], [7.0495, 4.3589, 0.5847], [5.7338, 3.0712, 1.9384], [6.4784, 1.4724, 1.8285], [4.0992, 1.1249, 2.0809], [4.5974, 0.6526, 0.4428], [3.8819, 2.9264, -0.2180], [1.5451, 2.6228, -0.1319], [1.7741, 1.2990, 1.0000], [1.3075, 0.4246, -1.1864], [2.9626, -0.0169, -0.8441], [4.6202, 0.7894, -2.0618], [4.3922, 2.5689, -2.1492], [4.2019, 1.5812, -3.5898], [-5.0119, -0.0715, -5.7490], [-3.6007, -0.1015, -5.9000], [-2.9966, 1.1872, -5.7605], [-2.1347, 1.2358, -4.4971], [-2.9658, 1.2194, -3.2923], [-2.2027, 1.0233, -2.0571], [-1.4899, -0.3261, -1.8811], [-2.3772, -1.4313, -1.7358], [-2.8010, -2.0103, -2.9609], [-5.3983, -1.0627, -5.9918], [-5.2893, 0.1653, -4.7188], [-5.4626, 0.6527, -6.4349], [-3.7365, 1.9954, -5.7718], [-2.3454, 1.3239, -6.6300], [-1.5321, 2.1492, -4.5083], [-1.4584, 0.3747, -4.5223], [-3.6453, 0.4708, -3.3700], [-2.9121, 1.1390, -1.2311], [-1.4714, 1.8331, -1.9583], [-0.9318, -0.2735, -0.9394], [-0.7445, -0.5180, -2.6595], [-2.0433, -1.9374, -3.7450], [-3.7380, -1.5542, -3.2903], [-3.0060, -3.0674, -2.7792]]
}

=====

# 6
{
  "formula": "C26H28GeN5O7Ti",
  "method": "wB97M-V/def2-TZVPD",
  "spin_multiplicity": 2,
  "homo_energy_ev": [-7.609, -7.614],
  "charge": 0,
  "lumo_energy_ev": [-0.4, -0.4],
  "gap_ev": [7.23, 7.23],
  "elements": ["Ti", "O", "C", "O", "C", "C", "C", "C", "C", "O", "C", "C", "O", "O", "H", "H", "H", "H", "H", "H", "H", "H", "N", "N", "C", "N", "N", "N", "O", "O", "H", "H", "H", "H", "H", "C", "Ge", "C", "C", "C", "C", "C", "C", "C", "C", "C", "C", "C", "C", "C", "C", "C", "C", "H", "H", "H", "H", "H", "H", "H", "H", "H", "H", "H", "H", "H", "H", "H"],
  "xyz": [[-1.0627, 0.0599, -0.3589], [-3.1781, -1.4614, 2.1353], [-2.9591, -1.3500, 0.9618], [-1.7551, -1.5231, 0.3907], [-4.0481, -0.9219, -0.0259], [-3.6692, -1.1468, -1.4974], [-4.8975, -0.9929, -2.3947], [-5.0924, 0.5432, -2.4118], [-3.9796, 0.9958, -1.4728], [-2.9137, 0.0645, -1.7840], [-4.3182, 0.6211, -0.0102], [-3.4191, 1.4594, 0.8867], [-3.8462, 2.2877, 1.6474], [-2.1272, 1.2529, 0.6793], [-4.9518, -1.4665, 0.2437], [-3.0411, -2.0104, -1.6892], [-4.6944, -1.3813, -3.3906], [-5.7539, -1.5303, -1.9898], [-4.9347, 0.9513, -3.4086], [-6.0725, 0.8616, -2.0609], [-3.6078, 2.0082, -1.6099], [-5.3508, 0.8485, 0.2403], [-1.3104, 3.5534, -0.7652], [-0.2519, 3.6970, -1.6690], [0.2430, 2.5730, -2.2711], [1.0987, 2.7893, -3.2848], [-0.0544, 1.3865, -1.8028], [0.3883, 0.2625, -2.5137], [0.5026, 0.2191, -3.7557], [-0.0776, -0.7941, -1.8162], [-1.8522, 4.4061, -0.7613], [-1.0009, 3.3365, 0.1773], [0.4386, 4.4143, -1.4904], [1.0307, 3.6732, -3.7592], [1.3359, 1.9734, -3.8378], [0.2143, 0.9552, 3.0021], [0.9094, 0.0982, 1.3685], [2.4889, 1.1926, 0.8791], [3.1754, 1.8623, 1.8919], [4.2580, 2.6858, 1.6081], [4.6723, 2.8635, 0.2965], [4.0023, 2.2053, -0.7260], [2.9245, 1.3812, -0.4329], [1.3749, -1.7465, 1.8829], [0.7075, -2.2519, 2.9697], [0.9533, -3.5558, 3.4515], [1.8755, -4.3494, 2.8371], [2.5712, -3.8861, 1.6939], [3.5052, -4.7101, 1.0199], [4.1388, -4.2768, -0.1086], [3.8614, -2.9922, -0.6196], [2.9746, -2.1728, 0.0186], [2.3094, -2.5814, 1.2004], [0.8535, 0.7255, 3.8564], [-0.7982, 0.6174, 3.2215], [0.1820, 2.0365, 2.8638], [2.8668, 1.7436, 2.9243], [4.7777, 3.1872, 2.4151], [5.5156, 3.5044, 0.0727], [4.3221, 2.3269, -1.7539], [2.4316, 0.8614, -1.2466], [-0.0346, -1.6514, 3.4828], [0.4055, -3.9145, 4.3136], [2.0809, -5.3490, 3.2023], [3.6995, -5.7004, 1.4156], [4.8465, -4.9181, -0.6182], [4.3509, -2.6562, -1.5248], [2.7663, -1.1940, -0.3884]]
}